Record 1
14 unconnected molecules or ions with the total composition C41H119N19O14 at a distorted geometry. Source: the Open Molecules 2025 dataset; level of theory: ωB97M-V/def2-TZVPD.

Results
Total charge = -1
HOMO level (alpha / beta) = 0.19 / -6.85 eV
Multiplicity = 2
Energy relative to the best compared isomer or geometry (same formula, charge and spin) = 264.85 kJ/mol
Expectation value of S² = 0.751
Gap between HOMO and LUMO (alpha / beta) = 1.330 / 8.282 eV

XYZ file:
```
193
Properties=species:S:1:pos:R:3:forces:R:3
O -3.293 -3.897 -1.999 -0.01 -0.52 0.44
C -0.110 4.943 -2.925 -0.85 3.33 0.96
H 3.999 -0.451 -4.530 0.16 -0.70 0.14
C 5.405 -0.888 -0.478 0.80 0.34 -1.54
N -5.872 -1.166 -1.152 1.61 -0.18 0.18
C -3.790 -2.610 -1.721 0.04 1.43 1.53
H 2.473 -0.676 4.873 -0.22 -0.11 0.21
H -6.698 -1.176 -0.572 -0.16 -0.24 0.05
H 5.140 0.380 -5.280 0.15 0.26 -0.03
H 4.409 4.702 3.815 -0.75 -0.49 0.01
H 7.168 4.970 1.811 -0.32 -0.22 -1.23
H 1.197 -2.143 -7.279 0.19 -0.57 -0.38
O 4.452 2.709 -3.880 0.13 -0.57 -0.70
C -6.852 -2.190 5.649 -0.03 -0.76 1.00
H -5.515 2.459 3.227 0.33 -0.13 -0.33
C 1.886 0.509 -5.730 0.01 0.92 0.13
H 0.471 1.773 -0.833 0.76 0.01 0.04
C 0.053 -0.993 -8.636 0.25 2.07 -0.95
H -3.225 0.259 -4.524 0.01 -0.68 0.45
H 6.419 -2.267 -3.296 0.41 -0.02 -0.11
H 1.724 1.587 7.300 0.30 0.23 0.59
H 0.429 2.988 6.043 0.08 0.41 0.08
N -2.094 2.033 -5.357 -0.88 2.30 -3.46
H -3.598 -1.415 1.896 0.32 0.08 -0.60
H 1.080 0.692 0.538 0.48 0.86 0.28
H 2.396 -0.697 1.520 0.16 -0.11 0.31
C -0.514 -0.062 -0.522 -0.03 -0.10 0.41
H 6.650 3.130 1.374 -0.03 0.74 -0.63
H -1.203 4.005 7.544 0.10 0.06 -0.11
H -0.317 4.189 -4.877 0.05 -0.10 0.67
C -2.550 3.130 9.465 -0.12 -1.04 0.79
C -6.024 -3.116 -2.509 -0.52 -1.63 1.29
H -5.679 -3.281 3.472 -0.46 -0.28 0.29
N 0.841 1.170 7.045 0.38 0.81 1.38
N -3.437 -2.358 2.218 -1.56 -0.11 -0.04
N 2.502 -0.751 2.523 5.01 2.82 -4.49
C 6.952 3.929 2.051 0.85 -0.45 3.02
H 2.939 -1.735 -2.123 0.26 0.36 -0.16
H 3.526 4.502 -3.537 0.08 0.43 -0.10
H 5.348 1.414 -2.052 0.31 0.27 -0.20
N -0.645 3.891 -2.380 -0.97 -3.55 1.74
H -3.523 -3.320 4.036 0.75 0.04 0.21
H -4.613 1.219 -0.391 0.19 0.49 0.00
C -1.577 1.313 -4.412 -0.89 -2.01 2.60
C -0.799 1.360 2.123 -0.04 0.42 0.18
H 3.626 -7.241 3.172 0.20 -0.45 -0.40
H -0.365 -1.677 -1.922 0.14 -0.09 -0.06
O -0.615 1.601 -3.758 3.41 0.84 0.55
H 7.168 -1.556 -1.994 0.27 0.07 -0.29
C 4.346 3.916 -3.123 -0.84 -1.00 -0.65
H 2.143 2.391 1.507 0.65 -0.26 -0.60
H 1.573 -5.938 2.644 -1.04 -0.65 -0.43
O -0.409 -2.890 -5.395 -0.09 0.60 -1.34
C -5.081 1.627 1.471 -1.36 -3.58 0.39
O -5.407 0.484 1.763 -0.32 -1.91 0.34
O 6.111 3.970 3.213 0.16 -0.16 -0.67
H -0.843 -0.651 0.334 0.17 -0.33 0.11
C 1.943 -5.209 1.922 0.37 -1.15 1.84
H -0.949 3.191 -3.043 0.19 -0.07 0.30
H -0.901 5.159 0.564 -0.12 -0.53 -0.19
H -0.915 -5.011 0.843 0.10 -0.28 0.83
H 1.032 -1.500 -0.832 -0.13 -0.46 0.11
C 2.676 3.296 1.796 -0.98 0.43 -0.45
H -0.283 -4.024 -7.666 -0.60 -0.36 -0.20
H -5.861 -2.638 -3.475 -0.03 0.30 0.34
H -1.975 1.176 -0.716 -0.92 0.25 0.26
H 3.539 -5.804 4.005 0.08 0.78 0.00
H -1.943 -2.665 -3.961 -0.21 0.27 -0.30
H 1.162 0.566 6.302 -0.81 0.16 -0.68
H 0.962 -0.496 -2.188 -0.51 0.58 -0.27
H -0.096 -3.470 0.965 0.33 0.03 -0.02
C 0.233 1.168 0.043 -0.43 -0.41 -1.02
H 5.308 4.417 -3.231 -0.21 0.02 0.36
H 4.039 3.674 -2.105 0.43 0.19 0.37
H -0.469 0.330 2.261 0.32 -0.34 -1.07
N 1.731 -1.216 4.453 0.70 0.36 6.31
H -7.058 -1.752 6.626 0.62 0.20 0.20
H -1.721 -1.836 -6.539 -0.17 0.34 -0.36
C 1.655 -1.380 3.191 -3.27 -1.04 0.30
H -2.963 4.064 9.084 0.82 0.27 -0.73
N -2.340 0.297 -4.039 -2.22 -1.84 -0.94
H -1.641 6.841 1.065 -0.46 0.40 0.16
C -2.912 5.365 0.835 -1.55 -2.43 -0.94
H -7.072 -3.199 -2.220 -0.34 0.35 -0.55
C 0.176 -2.055 -7.650 -1.35 -2.15 0.91
N 4.193 0.045 -5.388 0.53 -1.01 0.43
C -3.254 -4.857 -0.912 0.51 0.28 -1.03
H 3.163 -0.135 2.974 0.05 0.45 -0.44
H 0.149 -0.070 -8.063 -0.67 0.61 -0.56
C -0.083 2.260 6.674 -1.26 -0.81 0.07
H -5.798 -1.525 3.474 -0.16 0.25 0.18
O -1.618 2.343 8.734 -0.45 0.95 -1.12
C -5.299 -2.528 -1.292 0.06 0.05 -2.66
H -1.261 -3.096 -8.713 -0.14 -0.24 0.37
H -0.375 -0.911 -5.806 -0.03 0.36 -0.34
N -0.331 4.966 -4.231 0.00 0.34 -4.59
H 0.961 -1.554 5.012 0.35 0.05 -0.02
H 4.551 -0.580 0.125 -0.37 -0.09 -0.32
H -0.824 -1.119 -9.270 -0.72 0.53 0.66
H 3.582 2.173 4.108 -0.60 0.27 0.42
N -2.613 6.572 1.109 -0.17 5.66 1.50
N -1.707 0.342 -1.219 -0.35 0.61 -0.30
H -2.857 -4.446 0.016 -0.78 0.39 0.16
H 1.926 -4.716 -0.119 0.23 -0.13 -0.31
H 2.386 2.603 -4.100 -0.12 0.49 -0.04
N -5.147 2.593 2.296 0.00 4.07 3.89
C 4.789 4.262 2.893 -0.90 -0.21 0.14
H -4.710 3.467 2.040 -0.28 0.35 0.22
H -2.887 1.668 -5.864 0.30 0.30 -0.18
N 3.902 1.849 3.207 1.58 0.56 -0.26
H 1.852 -0.001 -6.693 0.64 -0.33 0.28
H 4.749 1.606 -0.438 -0.30 -0.12 0.29
H -5.212 -0.637 -0.599 0.02 0.24 0.36
H 5.978 -1.635 0.071 -0.09 0.01 0.13
N -1.803 4.707 0.594 0.98 -3.02 -0.83
C 3.950 -6.204 3.078 -1.82 -0.02 -0.24
H -2.499 -5.601 -1.166 0.02 -0.01 -0.47
H -3.249 -1.073 5.430 -0.46 -0.71 0.10
N -0.339 -3.275 -8.341 1.84 0.29 0.80
H -0.362 5.866 -4.689 0.38 -0.14 0.37
N 0.968 -6.497 0.042 0.59 -2.87 -1.68
H -4.199 -5.397 -0.866 -0.16 0.30 0.54
H -2.512 -2.713 2.021 0.09 0.39 0.29
H -5.711 -4.159 -2.563 0.12 -0.17 -0.47
H 4.697 5.058 2.153 0.24 0.28 -0.36
H -3.359 -0.196 4.004 -0.97 -0.02 -0.62
H -3.538 -1.963 -2.561 -0.77 -0.35 -0.79
H 1.654 -0.151 -4.894 -0.42 -0.25 -0.21
H 0.155 3.346 8.553 0.08 0.50 0.04
H -3.164 -2.067 -1.013 0.18 -0.42 0.98
H -1.885 1.292 2.184 0.00 0.56 0.89
H -1.738 2.334 5.268 -0.37 -0.14 0.10
O 3.368 -5.620 1.883 0.20 0.70 -0.36
H -7.234 -3.207 5.740 -0.81 0.00 -0.47
H -1.356 0.741 -2.077 0.07 0.23 -0.26
H 3.862 -2.918 -3.062 0.22 0.25 -0.21
C -0.649 -1.820 -6.341 0.17 -0.60 0.41
H 7.837 3.576 2.580 0.66 -0.16 -0.76
H -1.725 0.824 6.303 -0.37 0.51 0.44
C 3.851 -2.332 -2.143 0.86 -0.46 1.09
H -0.511 -4.315 -0.552 0.95 0.24 -0.50
H -7.383 -1.557 4.939 0.11 -0.27 -0.34
H 5.016 -0.695 -2.642 0.06 0.74 0.33
C 5.664 1.450 -1.009 -0.69 -0.42 0.10
H 3.644 1.801 -6.144 -0.56 0.32 -0.30
H -1.102 -4.169 -4.137 -0.40 -0.15 0.32
C -1.140 1.583 5.782 0.04 0.13 0.19
C 1.220 -5.233 0.531 0.41 2.57 1.55
C -3.126 -1.202 4.354 1.14 1.41 0.80
N -4.753 1.969 0.271 1.58 0.70 -3.89
H 0.783 -0.913 -9.441 0.76 -0.54 0.45
H 3.703 -3.070 -1.354 0.16 -0.15 0.18
C 3.245 1.118 -5.394 0.70 1.28 0.33
H -0.505 3.487 -1.465 0.47 0.83 0.00
H 5.038 -6.156 3.122 -0.18 0.30 -0.56
H -2.047 -1.109 4.233 0.38 -0.95 -0.27
O 0.705 -1.963 2.751 -2.98 -2.44 -2.40
C -0.084 -4.428 0.445 -0.82 -0.10 0.70
H -0.185 1.852 2.878 -0.92 0.54 0.47
O -4.054 4.870 0.755 0.30 0.09 0.26
H 1.940 3.617 2.533 0.46 0.73 0.48
C -5.310 -2.374 3.953 1.18 0.35 -0.66
H -1.461 2.651 -5.844 -0.39 -0.03 -0.04
H -2.181 -0.347 -3.278 0.13 0.45 0.01
C -0.710 3.114 7.932 1.02 -2.30 -1.03
H 4.871 1.655 3.415 0.50 -0.69 0.40
O -0.529 2.060 0.885 0.89 -2.58 -0.46
H 1.758 -4.325 2.532 0.61 0.88 -0.66
C 4.060 3.030 2.308 -1.04 -0.42 0.81
H -1.978 3.794 0.197 0.86 0.01 0.24
H -2.323 -3.830 -5.315 -0.16 0.46 -0.39
H -0.680 0.959 5.016 0.50 0.34 -0.24
C 3.260 1.954 -4.055 -0.79 0.29 -0.68
H 0.267 -7.083 0.473 -0.18 0.53 0.43
H 6.278 2.321 -0.779 0.39 -0.27 -0.32
H -5.463 -3.175 -0.430 0.11 0.07 0.19
H -3.460 2.545 9.596 0.11 -0.43 0.09
H -2.126 3.288 10.457 -0.09 0.40 0.19
O 0.200 6.001 -2.394 1.03 0.01 1.10
H 3.063 1.336 -3.179 0.19 -0.52 0.20
H -4.330 2.882 0.183 -0.05 0.14 -0.72
N 6.427 -2.175 -2.290 -1.32 -0.31 0.54
H 1.826 -7.029 0.038 0.06 -0.26 -0.17
H 1.103 1.258 -5.843 -0.06 0.20 0.51
O -5.471 -2.359 5.389 -0.33 0.79 -1.45
C -1.552 -3.357 -4.708 1.25 -1.00 0.85
O 6.305 0.248 -0.623 -0.20 -0.42 0.48
C 0.311 -0.964 -1.450 0.62 0.05 1.13
C -3.797 -2.348 3.626 0.21 -0.30 1.26
H 4.672 2.683 1.475 0.00 -0.02 -0.07
H -3.318 7.262 1.326 0.25 -0.21 -0.04
H 2.701 4.011 0.973 -0.30 0.10 -0.13
C 5.159 -1.495 -1.916 -0.73 0.18 -0.01
```
Positions in Å, forces in eV/Å.

Record 2
A molecular structure, C41H25BClIIrN7O12. Source: the Open Molecules 2025 dataset; level of theory: ωB97M-V/def2-TZVPD.

Results
Total charge = +1
HOMO level (alpha / beta) = -8.80 / -11.28 eV
Multiplicity = 6
Expectation value of S² = 8.772
Gap between HOMO and LUMO (alpha / beta) = 4.795 / 5.692 eV

XYZ file:
```
89
Properties=species:S:1:pos:R:3:forces:R:3
C 1.819 -1.556 1.899 -0.21 0.21 -0.19
N -0.668 0.508 1.986 -0.06 0.08 0.05
H -2.053 -8.012 0.295 -0.01 -0.01 0.00
C 4.160 1.132 1.489 0.18 -0.06 0.00
H 3.492 4.407 -3.874 0.01 0.02 -0.01
C -0.719 -4.974 0.615 0.01 -0.04 0.00
N 0.702 -0.834 -2.132 0.07 0.03 -0.06
O -0.813 -3.628 0.941 0.02 0.01 0.01
C -1.372 1.033 4.616 0.01 0.01 -0.03
H -1.112 3.690 5.233 0.00 -0.01 -0.02
H 2.489 -1.814 -5.403 0.00 -0.01 -0.01
C -3.685 -0.409 -1.517 -0.01 -0.01 -0.01
C -4.445 -1.417 -0.932 0.00 -0.02 -0.05
H -0.494 0.407 -3.262 0.02 0.03 0.00
H -1.776 -1.070 4.718 0.00 -0.01 0.00
C -0.613 1.772 2.458 0.04 0.03 0.03
C 0.071 5.134 0.969 -0.01 -0.02 0.03
O 0.810 -1.815 0.918 0.18 0.00 -0.11
H -5.934 0.738 -3.785 -0.01 0.00 0.00
C 4.048 4.200 -1.806 0.00 0.05 -0.04
C -5.740 -1.640 -1.366 0.01 0.02 -0.01
Ir 0.153 0.210 -0.135 -0.08 0.01 -0.05
C 3.388 2.169 -0.694 0.11 0.04 -0.26
H 2.334 0.786 -1.936 0.09 -0.04 0.02
C 1.981 -1.546 -4.487 -0.01 0.01 -0.01
C -4.205 0.376 -2.541 -0.02 0.01 0.03
H 1.998 -2.121 -1.164 0.03 0.01 0.04
O -0.868 5.899 5.083 -0.07 0.08 0.04
H 0.456 3.038 -1.647 0.05 -0.02 -0.02
Cl 5.551 2.067 1.726 -0.02 -0.02 -0.14
C -0.880 3.438 4.208 0.06 0.05 -0.08
C 0.581 -5.262 0.231 -0.04 -0.05 0.01
H 4.542 5.160 -1.755 0.01 0.01 -0.02
O -1.752 -0.990 -0.244 0.06 0.01 0.08
C -5.495 0.155 -2.990 0.01 -0.01 0.02
I 0.316 0.291 -6.249 0.00 0.00 0.00
C 2.588 -0.426 1.598 0.01 -0.14 0.05
C 2.823 2.552 -3.017 -0.01 0.06 -0.02
C 0.974 -6.526 -0.134 -0.03 0.03 0.00
C -1.092 -0.461 2.778 0.00 0.00 0.02
O -0.026 6.686 3.272 -0.01 -0.02 -0.02
H -2.711 -5.699 0.958 -0.03 0.01 0.01
C -6.232 -0.848 -2.387 0.02 0.00 0.00
C 2.790 1.759 -1.882 0.08 -0.24 -0.12
H 2.365 2.190 -3.931 -0.01 0.00 0.00
O 3.860 -1.368 4.193 0.29 0.18 0.03
C -0.013 -7.509 -0.103 -0.02 0.00 0.01
C -1.319 -7.220 0.280 0.02 0.02 0.00
O 1.343 -4.104 0.294 -0.01 0.04 -0.01
C -0.526 4.420 3.354 -0.04 -0.07 0.03
H -3.599 1.156 -2.979 0.01 0.01 0.00
C -0.214 4.168 1.961 -0.01 -0.03 0.02
O -8.256 -1.940 -2.287 -0.04 -0.04 0.00
H 3.160 -2.828 -3.225 0.01 -0.01 0.01
O 1.815 -2.289 2.890 -0.01 -0.26 0.09
N 0.049 2.456 0.275 0.09 0.08 0.00
H -6.365 -2.408 -0.936 0.00 0.00 0.00
H -1.632 1.244 5.645 -0.01 0.00 0.02
H 0.104 6.177 1.230 -0.01 0.03 0.01
H 0.492 5.461 -1.099 -0.01 0.01 -0.02
H 0.245 -8.522 -0.379 0.00 -0.01 0.00
C 0.322 -0.300 -3.301 -0.05 -0.02 0.01
C -0.955 2.080 3.774 0.03 0.01 -0.08
O -8.010 -0.407 -3.781 -0.03 0.01 -0.03
H 3.066 -1.752 3.753 -0.11 -0.06 0.00
O -1.642 0.836 -1.424 0.02 0.07 0.01
C -1.452 -0.237 4.111 0.02 -0.02 -0.03
N -0.477 5.784 3.947 0.11 -0.05 -0.03
C -0.232 2.825 1.547 0.03 -0.03 0.03
C 3.455 3.785 -2.991 -0.02 -0.04 0.08
C -2.304 -0.175 -1.042 -0.01 0.00 -0.03
C 4.025 3.410 -0.667 -0.22 0.07 0.19
N -7.617 -1.086 -2.859 0.03 0.03 0.03
C 1.705 -1.722 -2.123 -0.01 -0.04 -0.03
C 4.443 -0.396 3.501 -0.07 -0.14 0.13
O 5.476 0.099 3.862 0.05 0.09 0.01
H 1.992 -6.742 -0.422 0.02 -0.01 0.00
C 3.747 0.078 2.264 -0.06 0.02 0.03
H 4.479 3.793 0.230 0.00 -0.04 0.08
C 2.358 -2.107 -3.279 -0.02 -0.01 0.04
H -4.014 -2.022 -0.147 0.01 0.00 0.02
B 0.459 -3.154 0.745 -0.02 0.06 0.11
C 0.291 4.737 -0.323 -0.01 -0.02 0.03
N 3.325 1.297 0.418 -0.25 0.34 0.43
H -1.151 -1.450 2.344 0.00 -0.02 -0.02
C 0.276 3.379 -0.638 0.00 -0.01 0.02
C 0.941 -0.627 -4.494 -0.02 0.00 -0.01
C -1.702 -5.932 0.652 0.05 -0.02 -0.03
N 2.305 0.360 0.504 -0.15 -0.22 -0.31
```
Positions in Å, forces in eV/Å.